No. 1
180
Properties=species:S:1:pos:R:3:forces:R:3 method="wB97M-V/def2-TZVPD" e_above_lowest_kj_mol=181.04 spin_multiplicity=2 total_charge=+1 homo_ev="-9.347 / -9.347"
C -0.6469 0.0315 -4.7544 -0.3575 -0.7477 1.9980
C -1.2077 -1.4865 -4.7357 -0.1694 1.2106 -2.6504
C -0.7339 -2.0616 -6.0995 0.5744 0.8923 -0.3277
C -0.8488 -3.5067 -6.2952 -1.4827 -3.0871 1.0491
C -0.2133 -4.3206 -5.1437 -1.4630 0.2728 0.1848
C -0.7310 -3.7936 -3.7360 1.3335 0.2831 0.4504
N -0.5856 -2.2831 -3.7316 1.3248 -1.6804 -1.9579
O -0.7543 -1.7136 -2.5133 -0.2792 0.0082 2.2276
C -2.1555 -4.2439 -3.4340 -0.6958 -0.7463 -0.6643
C 0.2354 -4.4060 -2.6227 -0.0608 0.2335 -1.3877
C -2.7633 -1.5114 -4.6649 -0.6740 0.0647 0.4297
H -1.2729 0.7903 -5.2239 -0.1876 -0.5120 -0.3612
H 0.3960 0.2171 -5.0113 0.0141 -0.7620 -0.7699
H -0.5937 0.3320 -3.7080 -0.4469 0.1311 0.2506
H -1.3548 -1.5637 -6.8443 0.5845 0.3945 -0.3187
H 0.3389 -1.8760 -6.1515 -0.0022 0.8469 -0.3547
H -0.5923 -4.0984 -7.1739 1.0020 1.2275 -0.7682
H -1.9089 -3.7480 -6.3725 -0.5644 -0.1208 0.6911
H 0.8556 -4.4348 -5.3242 0.3244 0.8089 0.7300
H -0.5285 -5.3539 -5.2887 -0.4040 -0.1799 0.3654
H -2.1375 -5.2325 -2.9751 -0.0181 0.0831 0.4904
H -2.7716 -3.5298 -2.8876 0.4779 -0.0577 0.5058
H -2.7623 -4.4271 -4.3207 0.2348 0.1517 -0.4084
H -0.0122 -4.2941 -1.5671 -0.2642 0.5217 -0.1417
H 0.3226 -5.4808 -2.7818 -0.3233 -0.1495 -0.1853
H 1.2430 -4.0516 -2.8400 0.0951 0.3431 0.3141
H -3.1002 -1.3924 -3.6351 0.1738 -0.2750 0.2684
H -3.1986 -2.4280 -5.0628 0.3711 -0.3297 0.2533
H -3.4073 -0.7851 -5.1610 0.9063 0.7196 -0.5072
H 0.1554 -1.7397 -2.2078 0.0624 0.5104 0.7556
C 3.6092 6.6298 -2.4949 0.0708 0.3475 -0.8885
C 3.3062 6.4026 -1.0533 1.8547 -2.0984 2.1490
C 3.6656 7.6688 -0.2041 -1.1711 -0.7100 -1.1766
C 2.6418 8.7631 -0.4473 1.4887 0.7082 -0.6000
C 1.2266 8.3191 -0.2706 -1.1508 -0.7370 0.3430
C 0.8160 6.9260 -0.9154 -0.9099 -0.5137 0.9048
N 1.9530 5.9279 -0.8009 -2.1638 1.8416 1.5390
O 1.5610 4.6723 -1.3294 0.7476 0.5058 -1.3206
C -0.3713 6.3530 -0.0186 0.2856 0.3705 0.5968
C 0.2940 7.2328 -2.3327 -0.2357 0.2980 -0.4584
C 4.2396 5.2476 -0.4264 -0.6238 0.3754 -0.6963
H 4.6275 6.9858 -2.6511 0.1731 -0.2868 0.0250
H 2.9749 7.4100 -2.9159 -0.1465 -0.0790 -0.0306
H 3.4326 5.7080 -3.0492 0.1029 0.0489 -0.1308
H 3.7111 7.5793 0.8813 0.0598 -0.9506 -0.0242
H 4.6640 7.9058 -0.5718 -0.0224 0.4474 0.1913
H 2.7774 9.2150 -1.4299 0.0692 -0.0575 -0.1893
H 2.9872 9.5140 0.2632 -0.8024 0.5458 0.0178
H 0.5131 9.0161 -0.7101 0.1893 0.2550 -0.2005
H 0.9596 8.3959 0.7833 0.0983 -0.6896 0.2509
H 0.0428 6.0374 0.9390 0.2666 -0.0032 0.0864
H -1.1323 7.0838 0.2554 0.3432 0.7690 -0.2164
H -1.0486 5.5472 -0.3016 0.6652 -0.4229 -1.0417
H 0.1917 6.3755 -2.9981 0.8036 -0.0729 -0.0249
H -0.7070 7.6546 -2.4235 -0.4807 -0.1111 1.0826
H 0.8206 8.0940 -2.7439 0.7286 -0.5257 -0.5107
H 4.2887 4.3736 -1.0759 -0.3720 -0.1104 -0.0041
H 3.7874 4.9846 0.5299 0.0023 -0.1028 -0.0437
H 5.2871 5.4792 -0.2332 -0.0439 0.7107 -0.1474
H 1.1591 4.1591 -0.6247 0.1969 0.3110 0.5008
C 1.6886 1.6346 2.5093 -1.6068 0.1821 -0.7942
C 2.6528 0.8988 1.5181 0.5689 -0.1243 1.9264
C 4.0009 0.5172 2.2539 -0.6498 -0.8211 -1.4091
C 3.8654 -0.7063 3.1913 -0.6064 -0.8979 -1.5991
C 3.1867 -1.9486 2.4883 0.2395 1.5594 -0.0094
C 1.8829 -1.6062 1.7301 0.7662 -0.5493 -0.5992
N 1.9839 -0.3443 0.9386 3.7322 -0.4970 0.3705
O 0.8253 -0.0674 0.2591 -0.5927 0.0902 0.2482
C 1.6517 -2.8044 0.7504 0.0285 2.0259 -0.8572
C 0.7781 -1.5908 2.7376 -1.4335 -0.8771 1.2538
C 2.9823 1.8687 0.3610 -0.6772 -1.0222 0.6843
H 1.7585 1.7995 3.5845 1.4126 -0.1472 -0.0047
H 0.7060 1.1631 2.5278 -0.2271 -0.4435 -0.3713
H 1.4198 2.5870 2.0522 0.2128 0.3649 0.2730
H 4.7016 0.3394 1.4382 0.0040 -1.1782 -0.3657
H 4.5701 1.3889 2.5767 -0.8964 0.3405 1.1460
H 3.1583 -0.5821 4.0114 0.7257 0.7960 0.5267
H 4.8394 -1.1237 3.4468 -0.0206 0.5663 0.7688
H 2.9023 -2.6038 3.3117 0.0838 -0.3127 -0.1433
H 3.8916 -2.4860 1.8540 -0.0304 0.1660 -0.1709
H 1.4293 -3.7593 1.2266 0.0801 0.1620 -0.0636
H 0.8978 -2.4489 0.0481 -0.7938 -0.5467 0.2178
H 2.4951 -2.8189 0.0600 0.4095 -0.5665 0.3909
H 0.5683 -2.6150 3.0458 0.4710 -0.3839 0.1953
H 0.9746 -1.0755 3.6777 0.0752 0.4139 -0.1934
H -0.2369 -1.3711 2.4067 -0.0150 0.8594 -0.4620
H 1.9813 2.1209 0.0110 0.3577 0.2512 -0.8186
H 3.5979 1.3291 -0.3587 -0.2777 0.1574 -0.3239
H 3.5062 2.7711 0.6757 -0.1376 -0.1622 0.2544
H 0.2155 -0.0457 1.0003 -1.2348 0.4414 -0.1525
C -5.5112 3.5838 5.8264 0.9633 -0.9798 -0.4419
C -4.3708 2.4236 5.7913 -2.8468 1.1644 0.6428
C -5.2133 1.0860 5.6321 0.1861 0.8012 -0.8187
C -4.3814 -0.1477 5.4960 2.0337 0.7558 -0.0015
C -3.3789 0.1338 4.3046 -0.6063 -0.4164 0.9917
C -2.6238 1.5119 4.2631 -0.2112 0.5295 -2.1022
N -3.5695 2.6184 4.5837 -0.0605 -1.6508 -0.6069
O -2.9242 3.9032 4.5249 -0.5280 -1.0588 0.1908
C -1.3317 1.5390 5.0736 0.5811 0.0006 1.4347
C -2.1961 1.6221 2.7068 -0.2812 0.2367 0.8740
C -3.5934 2.5649 7.0968 0.9658 0.0209 -0.8010
H -5.0700 4.5708 5.6873 0.0695 -0.0339 0.3661
H -6.0700 3.5257 6.7605 0.2419 0.0951 0.0930
H -6.2521 3.4673 5.0355 0.1493 -0.2557 -0.2408
H -6.0663 0.9230 6.2909 0.4073 0.5483 0.7846
H -5.7278 1.1675 4.6747 -0.0287 0.3952 -0.3702
H -5.0438 -1.0043 5.3713 0.3760 -0.1553 -0.2636
H -3.7677 -0.3087 6.3823 -0.1731 -0.1776 0.3012
H -4.0093 -0.0416 3.4329 0.2755 0.5397 -0.5558
H -2.5716 -0.5978 4.2690 -0.0271 -0.2593 0.0904
H -0.9358 2.5309 5.2912 -0.1920 0.3795 -0.8562
H -1.4045 1.2102 6.1103 -0.6002 -0.5929 0.0300
H -0.4971 0.9540 4.6872 -0.2220 -0.0773 -0.5292
H -1.7284 0.6776 2.4290 0.1218 -0.0963 -0.0100
H -3.0201 1.7965 2.0149 -0.4716 -0.2271 0.3787
H -1.5015 2.4214 2.4486 0.2372 0.0531 0.5947
H -3.0367 1.6613 7.3451 -0.7184 -0.3264 0.6664
H -4.2071 3.0388 7.8629 0.2978 -0.5589 0.2582
H -2.7397 3.2057 6.8759 -0.2381 0.6541 0.1193
H -3.5592 4.2786 3.9105 0.3434 0.7363 -0.1640
C -2.9630 -5.7072 1.6740 0.0969 0.3083 0.0983
C -3.5769 -4.2968 1.9571 1.2022 0.0847 0.0900
C -3.9158 -3.5330 0.6583 -0.1573 -0.2633 -1.4364
C -5.1437 -2.6446 0.6215 1.4198 2.0742 0.0740
C -6.2673 -3.3434 1.1965 -0.9616 -2.8300 0.4696
C -6.0819 -3.8550 2.6763 -1.6899 0.3170 -3.6654
N -4.8092 -4.6419 2.8008 0.4505 3.4298 -0.2044
O -4.5350 -5.0166 4.0813 -0.0615 -0.0473 -1.1170
C -6.0715 -2.5952 3.4970 1.4943 -0.5799 2.2962
C -7.2609 -4.8097 2.9423 0.3955 -0.5959 1.5093
C -2.5485 -3.4022 2.7746 -0.2223 -0.7675 0.0305
H -2.4826 -6.1023 2.5691 -0.3730 -0.1530 0.1713
H -2.1624 -5.7352 0.9348 -0.1142 0.6906 -0.1716
H -3.7348 -6.3691 1.2810 -0.0203 -0.1416 0.1918
H -3.1316 -2.8819 0.2721 0.7659 -0.1663 0.8898
H -3.9458 -4.2315 -0.1779 -0.4832 -0.4966 0.1090
H -5.3618 -2.2858 -0.3843 0.1033 -0.4690 -0.2366
H -4.8844 -1.7039 1.1072 -0.1392 0.1536 0.4826
H -6.2799 -4.2361 0.5711 -0.6457 -0.4706 -0.0619
H -7.2730 -2.9298 1.1206 0.2335 0.3861 0.1444
H -5.1859 -1.9672 3.4010 0.0673 -0.1405 -0.6685
H -6.9332 -1.9327 3.4159 -0.2118 -0.6258 -0.0813
H -5.9064 -3.0290 4.4832 -0.6930 0.7836 0.7624
H -7.1299 -5.1725 3.9618 -0.0886 -0.2891 0.1814
H -8.2793 -4.4219 2.9665 0.3537 0.7594 -0.3705
H -7.2932 -5.6852 2.2938 0.3237 0.1566 -0.2343
H -2.2698 -3.8508 3.7282 -0.4198 0.1514 0.1740
H -2.8508 -2.3593 2.8697 -0.3436 -0.1771 0.1593
H -1.6013 -3.3714 2.2360 -0.2100 -0.2315 -0.4985
H -4.7415 -5.9535 4.0464 -0.0374 -0.9057 0.7112
C 5.8742 -0.3681 -2.0307 0.4984 -0.3235 -0.6931
C 5.4377 -1.7931 -2.5309 1.4781 0.1877 0.6003
C 3.9792 -1.9182 -2.3736 -3.5082 0.3698 0.5663
C 3.1205 -1.0438 -3.3092 1.6333 0.0026 -0.5470
C 3.3629 -1.4877 -4.7743 0.4041 0.5813 1.4651
C 4.9172 -1.6817 -5.0913 -0.7898 1.6916 -0.6408
N 5.7557 -2.1483 -3.9213 -1.4679 0.1114 -0.4756
O 7.1464 -2.0301 -4.2136 -0.6282 -0.0663 0.3026
C 4.9842 -2.7181 -6.1987 0.0999 -0.5738 0.3404
C 5.4301 -0.3065 -5.6680 0.7654 -0.3503 0.8879
C 6.0798 -2.8609 -1.5928 0.0639 0.6214 0.2441
H 5.6110 -0.1524 -0.9952 -0.6642 -0.2313 -0.0312
H 5.4703 0.3818 -2.7109 -0.0089 0.1698 0.2961
H 6.9541 -0.2234 -2.0001 0.1573 -0.3193 -0.5070
H 3.5785 -2.9294 -2.4438 0.4838 -0.4664 -0.1649
H 3.7049 -1.5993 -1.3681 0.2608 -0.0216 0.3311
H 3.5235 -0.0410 -3.1675 0.0132 0.2990 -0.3525
H 2.0675 -0.8840 -3.0774 -0.1230 -0.7438 0.1859
H 2.8921 -0.6789 -5.3331 0.5492 -0.0482 -0.7587
H 2.7856 -2.3775 -5.0251 0.1406 -0.2744 0.2536
H 4.5215 -2.3731 -7.1233 0.3983 0.3455 -0.0826
H 6.0221 -3.0296 -6.3169 -0.0777 0.0007 -0.4583
H 4.3786 -3.5859 -5.9375 0.2167 -0.2384 0.2949
H 5.0336 -0.0111 -6.6394 -0.4057 -0.2668 0.1645
H 5.2844 0.4927 -4.9413 -0.4222 0.1141 -0.0304
H 6.5142 -0.3157 -5.7817 0.0864 -0.3276 -0.1132
H 6.0047 -3.8612 -2.0194 0.2103 0.0506 -0.0743
H 5.5952 -2.8870 -0.6168 -0.5768 0.0811 -0.0665
H 7.0873 -2.5845 -1.2821 0.3684 -0.2477 -0.6324
H 7.3881 -2.9258 -3.9670 0.6886 -0.0821 -0.2188

No. 2
30
Properties=species:S:1:pos:R:3:forces:R:3 method="wB97M-V/def2-TZVPD" smiles="CCCCN[C@H](c1ncc[nH]1)[P@@](=O)([O-])O" total_charge=-1 homo_ev=-5.172
C 3.0471 2.0869 0.2374 -0.2969 0.0229 -0.1347
C 3.7174 0.9862 0.7564 -2.1609 2.3248 -1.0933
C 1.5328 0.8965 1.1531 -1.6711 -1.1240 1.5105
C -2.7353 -0.3553 -3.6164 -0.4639 -0.0818 -0.1207
C -2.1416 0.3074 -2.3759 1.6404 -0.3993 -1.1631
C -1.1253 -0.4633 -1.5044 0.8109 -0.7115 -0.3258
C -1.2357 0.1637 -0.1625 1.9171 2.0703 1.7485
C 0.3041 0.0796 1.8434 2.2780 2.3699 -0.3779
N 1.6877 2.0439 0.5356 0.1564 0.4206 -0.8864
N 2.6867 0.3052 1.3159 2.2243 -4.8565 1.9494
N -0.5170 -0.5479 0.8895 -0.4065 -1.7885 -0.8350
O -0.7601 -1.8606 3.2319 0.8171 -0.0413 0.8187
O 1.5816 -2.2630 2.2527 0.7481 -0.8695 -0.9706
O 1.4188 -0.7520 4.3004 -0.4873 -0.0344 0.6286
P 0.8082 -1.3195 3.0867 -1.8647 1.7358 -0.9274
H 3.4106 2.8544 -0.4411 0.1254 -0.0190 0.4639
H 4.7503 0.8123 0.6991 0.8736 -0.8312 0.2649
H -3.6666 -0.9076 -3.2726 1.4616 -0.2507 -0.8052
H -1.9065 -0.9186 -4.1577 -1.5777 0.3023 0.4621
H -3.1681 0.4407 -4.2748 0.6021 -0.6422 0.2553
H -1.7022 1.2547 -2.7180 -0.1233 -0.0249 0.6153
H -2.9145 0.4365 -1.6729 -1.2279 0.9161 0.4878
H -1.3146 -1.5716 -1.4679 -0.2183 0.9075 0.0148
H -0.0139 -0.3828 -1.6848 -1.1254 0.0542 -0.7995
H -0.8960 1.2655 -0.2028 0.4728 -1.4489 -0.3347
H -2.2103 0.4161 0.1723 -1.6262 -0.7937 0.2816
H -0.1791 0.9117 2.2961 -1.0253 0.3586 1.0001
H 2.6764 -0.6761 1.7858 0.4308 1.8339 -1.0419
H 0.0474 -1.3715 0.6423 -0.7191 0.3445 -0.9351
H -1.1824 -1.8712 2.3531 0.4360 0.2560 0.2498

No. 3
29
Properties=species:S:1:pos:R:3:forces:R:3 method="wB97M-V/def2-TZVPD" e_above_lowest_kj_mol=118.09 smiles=COCCn1nc2ccccc2c1OC homo_ev=-7.321
C -2.3068 -1.6749 1.3764 -1.5170 0.7158 0.0129
C -3.0980 0.0567 -0.1689 0.7031 0.5973 0.5395
C -2.1011 -0.0387 -1.3284 -0.8771 -0.4788 -0.4421
C 1.1519 -1.0744 -0.6130 -0.2302 1.0170 0.3582
C 2.2046 -1.9592 -0.5406 1.9099 -1.0825 0.2967
C 3.4294 -1.5412 -0.0226 -1.7145 -1.2578 -0.6011
C 3.6158 -0.2319 0.4000 -0.4428 2.3177 0.7939
C 2.5790 0.7177 0.4020 1.2538 -0.8917 -0.5857
C 1.3625 0.2793 -0.1296 -2.1481 -0.4026 -0.8801
C 0.0980 0.8402 -0.4073 -0.6301 -2.0160 -0.6084
C 0.3277 3.0721 0.2490 0.1889 -0.0946 -1.1537
H -1.4906 -2.1244 0.8394 0.3047 -0.3012 -0.2048
H -2.9060 -2.3867 1.9545 0.6855 -0.1093 0.0594
H -1.9374 -0.8851 2.0436 0.0105 -0.0452 -0.0745
H -4.0687 0.3297 -0.5993 0.2084 0.1223 0.1173
H -2.7612 0.8426 0.5496 -0.3099 -0.3263 -0.3534
H -2.2707 0.8084 -2.0214 0.3560 -0.3603 0.3734
H -2.3927 -0.9829 -1.8278 0.5472 0.5197 -0.0657
H 2.0954 -2.9820 -0.8919 -0.0862 0.1231 0.1032
H 4.1822 -2.3045 0.1081 0.3263 0.2225 -0.1482
H 4.5931 0.0738 0.7532 -0.0160 -0.0165 0.0722
H 2.6837 1.7750 0.6526 0.4081 -0.5394 0.1724
H -0.2738 3.9794 0.3267 -0.0709 -0.3526 0.0804
H 0.7629 2.7836 1.1839 0.1849 0.0346 0.6853
H 1.1102 3.2310 -0.4971 0.2029 0.2821 0.2201
N -0.6997 -0.1652 -0.9598 0.1726 3.4096 1.1587
N -0.0856 -1.2986 -1.0688 1.3235 -1.9381 -0.3402
O -3.3243 -1.1549 0.4923 0.2597 -0.3305 0.1109
O -0.4798 2.0150 -0.2548 -1.0032 1.1816 0.3035

No. 4
24
Properties=species:S:1:pos:R:3:forces:R:3 method="wB97M-V/def2-TZVPD" e_above_lowest_kj_mol=0.00 homo_ev=-6.473
Y 16.6237 15.3403 3.2996 1.4772 1.8584 3.6583
Y 14.1973 10.0103 0.6640 0.3352 0.8652 1.1960
Y 14.0783 12.1682 5.9694 4.8254 1.0001 4.0201
Y 18.0738 12.0230 4.1582 -0.9566 2.6889 6.1284
P 18.9290 15.2098 5.0902 8.9571 -0.2102 6.2018
O 18.4295 16.2229 4.2245 -5.7195 7.7898 -6.8007
O 20.3489 14.9296 4.4774 -1.9258 -1.1222 2.0906
O 18.0084 14.1387 4.6237 -4.6218 -7.4816 -3.0923
O 18.5801 15.5098 6.5570 0.8503 -0.5251 -1.1128
P 14.9570 15.4323 6.2182 1.6589 0.2686 2.0277
O 13.6448 15.9840 6.6846 -0.9485 -1.2469 0.4264
O 15.8930 16.3966 7.0241 0.2207 -0.9682 -1.1376
O 14.9432 15.6751 4.6619 2.4729 -0.7232 -1.9274
O 15.4731 13.9267 6.5221 -3.6576 0.7783 -1.1929
P 15.1695 12.4956 3.3414 -1.7303 -3.1518 1.1406
O 14.7146 11.2287 2.3908 0.5746 2.3761 0.4246
O 13.9653 13.1383 4.1127 -0.4125 0.0969 -4.2594
O 16.4941 13.1326 2.8604 -1.0818 1.6604 -4.2701
O 15.8702 12.0670 4.6186 0.3486 -4.1606 1.2873
P 16.9676 11.1886 7.6538 4.5626 3.7896 1.6976
O 15.6484 10.7200 7.2551 -7.5407 -0.6565 -4.2599
O 17.8083 10.0436 8.0730 0.9706 -0.4809 0.1146
O 16.6877 12.2276 8.7758 0.6035 -0.2106 0.0894
O 17.6460 12.1336 6.5138 0.7374 -2.2346 -2.4504

No. 5
14
Properties=species:S:1:pos:R:3:forces:R:3 method="wB97M-V/def2-TZVPD" e_above_lowest_kj_mol=167.97 total_charge=+2 homo_ev="-15.275 / -15.137"
C 2.9014 3.2008 -9.3995 -1.3019 -5.5332 -0.6590
N 2.6252 2.0581 -9.5224 0.7482 4.8912 0.8474
N -1.4457 -1.2563 6.2957 -1.8037 0.0458 5.2402
N -2.2417 -0.9789 8.6187 1.9766 -3.7351 3.5740
N 2.3396 0.7864 -9.5723 0.5980 -0.1632 -0.8477
N -2.4318 -1.6245 7.5299 1.7812 0.4546 -4.0106
S -1.7025 -2.0915 5.0447 0.5347 0.0567 -1.9782
H 3.1048 4.2479 -9.3709 0.1126 0.3678 0.0505
H -2.3741 -0.0622 8.4775 -0.5272 4.1753 0.1945
H -1.6398 -1.3384 9.4664 -1.4012 0.9028 -2.4825
H 2.7712 0.3462 -10.4202 -0.9556 0.1412 1.2145
H 1.4572 0.4848 -9.1195 0.8109 0.3076 -0.6521
H -2.4386 -2.6156 7.5435 -0.2451 -1.1661 0.5579
H -0.9251 -1.1568 4.4284 -0.3274 -0.7456 -1.0487

No. 6
23
Properties=species:S:1:pos:R:3:forces:R:3 method="wB97M-V/def2-TZVPD" e_above_lowest_kj_mol=71.85 smiles=Cc1ccccc1.CC homo_ev=-8.994
C 1.7191 -0.5488 -1.9295 -1.9161 -0.9693 -0.7693
C 1.9452 0.6048 -0.9771 -0.3833 1.0847 -0.1331
H 2.5444 -0.8299 -2.5760 0.1908 0.3716 -0.0457
H 1.3467 -1.5134 -1.5464 0.5996 0.3291 0.9040
H 0.8200 -0.3674 -2.5420 0.5885 0.4577 -0.4119
H 2.8033 1.1972 -1.3088 0.4695 -0.4875 0.6870
H 1.8892 0.3264 0.0700 0.9454 -0.0911 0.0554
H 1.1858 1.4061 -0.9961 -0.3384 -0.6656 -0.4485
C 0.2624 -1.8248 1.2518 -0.4887 0.0967 0.6279
C -1.5791 -0.6537 0.0148 -0.2559 -0.1796 0.9287
C -0.5494 -0.6046 0.9522 -0.0797 1.2109 -1.0759
C -2.4275 0.4459 -0.1985 0.6537 -1.1720 -0.2548
C -2.1472 1.6300 0.4248 0.4428 1.0046 0.3608
C -0.2057 0.6736 1.4366 0.1075 -0.8901 1.3227
C -0.9775 1.7850 1.2074 -1.1392 -0.2390 -1.2033
H -1.8000 -1.6251 -0.4133 -0.1125 0.1139 -0.2771
H -3.2377 0.2959 -0.8969 -0.2550 0.3196 0.1197
H 0.0092 -2.2023 2.2520 -0.0691 -0.0756 -0.2004
H 1.3254 -1.5985 1.3036 0.1125 -0.1616 -0.3946
H -2.8033 2.4883 0.3183 0.0685 -0.0673 -0.1982
H 0.6066 0.6966 2.1615 0.1736 0.3182 -0.2994
H -0.7207 2.7985 1.4794 0.1814 -0.1566 0.5502
H -0.0092 -2.5799 0.5124 0.5043 -0.1518 0.1559

Number 1: F_max 4.05 eV/A. Number 2: F_max 5.69 eV/A. Number 3: F_max 3.61 eV/A. Number 4: F_max 11.82 eV/A. Number 5: F_max 5.72 eV/A. Number 6: F_max 2.28 eV/A.